The following is a quantum chemistry calculation of a gas-phase ion, C6H12N6 (charge +2), from the OMol25 dataset.

Structure (XYZ):
```
24
Properties=species:S:1:pos:R:3
C 0.215 -1.308 -0.666
C 1.863 -0.156 0.526
C -1.125 -0.329 -2.520
C 0.596 0.209 1.250
C -0.520 -0.640 0.555
C -2.522 0.590 1.062
N -0.236 -0.785 -1.908
N 1.599 -1.012 -0.475
N 3.058 0.195 0.814
N 3.518 1.090 1.641
N -1.947 0.127 -3.355
N -1.558 0.196 0.145
H 0.035 -2.392 -0.704
H 0.656 -0.022 2.315
H 0.398 1.281 1.144
H -0.842 -1.431 1.249
H -2.723 1.662 0.938
H -3.485 0.136 0.767
H -2.322 0.331 2.105
H 2.321 -1.361 -1.089
H 3.128 2.028 1.701
H 4.481 0.948 1.931
H -2.364 -0.462 -4.075
H -2.222 1.107 -3.350
```

DFT total energy (eV): -15336.93624
Total charge: +2
Maximum force (eV Å⁻¹): 2.2
E_LUMO (alpha / beta) (eV): -9.3 / -7.6

Atom charges from the Mulliken analysis, given in e for atoms 1 to 4: -0.353 0.392 0.514 -0.658


The following is a quantum chemistry calculation of a gas-phase ion, C6H12NO (charge -1), from the OMol25 dataset.

Structure (XYZ):
```
20
Properties=species:S:1:pos:R:3
C 0.854 1.471 -0.197
N 1.688 0.317 -0.617
C 2.564 -0.204 0.439
O 1.889 -0.370 1.729
C -0.600 1.300 -0.751
C -1.203 0.069 -0.171
C -2.387 -0.620 -0.483
C -2.622 -1.939 -0.007
H 1.383 2.313 -0.638
H 0.758 1.426 0.883
H 1.199 -0.505 -0.945
H 2.816 -1.242 0.331
H 3.414 0.442 0.667
H -1.274 2.130 -0.526
H -0.372 1.085 -1.842
H 0.942 -0.416 1.592
H -0.559 -0.582 0.420
H -3.265 -0.013 -0.696
H -1.725 -2.503 0.236
H -3.499 -2.158 0.572
```

DFT total energy (eV): -9951.26352
Total charge: -1
Maximum force (eV Å⁻¹): 2.6
E_LUMO (eV): 3.7

Atom charges from the Mulliken analysis, given in e for atoms 1 to 4: -0.837 -0.502 -0.277 -0.596